A 2-piece molecular cluster, H3O3P overall, computed with ωB97M-V with the def2-TZVPD basis set.

Summary:
Charge ... 0
LUMO ... -0.17 eV
Structure (SMILES) ... O=PO.O
ΔE to the lowest compared entry with this formula, charge and spin ... 73.9 kJ/mol
F_max ... 2.76 eV Å⁻¹
M ... 82.0 g/mol
HOMO-LUMO gap ... 10.783 eV

Each line ends with the natural charge from an NBO analysis.
Positions of all 7 atoms, in Å:
O 1.046 -1.431 0.183  -1.049
P 1.014 -0.201 0.960  1.542
O 1.530 0.952 -0.059  -1.014
H 1.698 0.771 -0.963  0.512
O -1.861 0.339 -0.161  -0.934
H -1.838 0.031 0.735  0.464
H -1.590 -0.462 -0.695  0.479